(1)
C22H20AlBr3ClCsF6N7NaO16S3 | ωB97M-V/def2-TZVPD

Geometry as XYZ:
```
81
Properties=species:S:1:pos:R:3:lowdin_charge:R:1
C -5.9740 1.7002 -3.4844 -0.05
C -4.6155 2.3916 -3.6613 -0.26
F -4.2313 2.1027 -4.9981 -0.06
C -3.5997 1.9582 -2.5733 -0.06
C -3.8715 2.2041 -1.1774 -0.10
N -5.0965 2.8936 -0.9044 0.11
C -4.9236 4.2628 -0.5862 -0.48
O -3.8779 4.7999 -0.5251 0.22
F -6.0407 4.9503 -0.4297 0.19
C -5.9330 2.2015 0.0011 -0.48
O -6.0717 2.4768 1.1415 0.23
F -6.6209 1.1812 -0.5138 0.11
C -2.9414 1.7990 -0.1740 0.01
C -3.2111 2.0700 1.3272 -0.33
O -3.3574 3.1964 1.6622 0.20
N -3.2691 1.0556 2.4201 0.20
C -4.2591 0.1096 2.3456 -0.46
O -4.6523 -0.4806 3.2806 0.21
F -4.9354 -0.2531 1.0726 -0.20
C -1.7017 1.1638 -0.4445 -0.13
C -0.7708 0.8186 0.5927 -0.13
C -0.3035 2.0376 1.4261 -0.24
O 1.0650 1.9334 1.6278 -0.02
C -1.2774 0.8870 -1.8268 -0.46
N -0.0250 0.2788 -2.2687 -0.33
S -0.1975 0.2433 -3.9801 0.67
N -1.7313 0.9654 -4.2004 -0.70
C -2.3474 1.3207 -2.8823 -0.50
H -5.8264 0.7268 -3.0171 0.05
H -6.5535 2.2924 -2.7781 0.05
H -6.5299 1.6450 -4.4168 0.09
H -4.7758 3.4712 -3.6444 0.15
H -2.3191 0.6030 2.6307 0.05
H -1.2310 0.0806 1.3034 0.10
H 0.1239 0.3783 0.1519 0.12
H -0.5492 2.9899 0.9336 0.14
H -0.7851 2.0168 2.4120 0.12
H 1.4032 2.7972 1.9890 0.04
C 2.5133 3.1839 4.2470 -0.26
O 2.1050 3.6933 3.0863 -0.13
H 3.2921 2.4000 4.1973 0.08
H 2.9635 3.9187 4.9540 0.11
H 1.7266 2.7198 4.8823 0.10
Cs -2.1791 -1.0088 -3.0481 1.46
C 5.0027 -1.9617 1.7104 0.03
C 3.7890 -1.5748 2.2405 0.00
C 2.6025 -2.0312 1.6753 0.07
C 2.6398 -2.8893 0.5670 -0.12
C 3.8219 -3.2870 0.0126 -0.01
C 5.0315 -2.8172 0.5810 -0.24
N 1.3848 -3.3778 -0.0050 -0.35
O 0.3506 -2.9851 0.4967 0.06
O 1.4439 -4.1362 -0.9458 0.09
H 5.9320 -1.6101 2.1525 0.09
H 3.7597 -0.9181 3.0977 0.13
H 1.6578 -1.7193 2.1011 0.12
H 3.8523 -3.9451 -0.8429 0.13
H 6.0141 -3.1101 0.1258 0.00
Na -1.9920 2.5649 -6.1181 0.76
N 9.9522 -3.5263 -0.9478 -0.28
S 8.6668 -2.8705 -1.5743 0.50
O 7.4065 -3.2895 -1.0214 -0.39
O 8.6918 -2.6038 -2.9742 -0.28
F 8.8178 -1.4156 -0.9669 -0.18
S 10.0963 -5.0597 -1.2845 0.47
O 11.0560 -5.7103 -0.4605 -0.28
O 10.0892 -5.4188 -2.6653 -0.29
F 8.7190 -5.6812 -0.7447 -0.23
Al -4.4954 -2.0955 0.2258 1.04
C -10.0453 0.4226 -2.2774 -1.62
Br -11.6570 -0.4551 -2.8493 0.61
Br -8.4895 -0.6846 -2.5690 0.59
Br -9.8404 2.1560 -3.0947 0.60
H -10.1266 0.5804 -1.2115 -0.03
N 8.2866 -1.7125 3.4905 -0.63
O 7.2143 -1.8420 4.1167 -0.03
O 9.3509 -1.6237 4.0880 0.03
O 8.2477 -1.6707 2.2447 -0.01
O -1.1375 -0.1206 3.2251 -0.35
H -0.6271 -0.9018 3.4565 -0.05
Cl 5.9265 -4.8553 0.7951 0.62
```

Calculated values
Calculated total energy (eV): -349322.32107
2S+1: 1
HOMO-LUMO gap (Ha): 0.0600
HOMO (eV): -7.02



(2)
C22H20Br4NO3PdS | ωB97M-V/def2-TZVPD

Geometry as XYZ:
```
52
Properties=species:S:1:pos:R:3:lowdin_charge:R:1
Pd 0.2160 1.2345 -0.2348 0.79
Br -2.2104 6.4092 3.7942 0.70
C -1.7240 4.7336 3.1181 -0.77
C -1.8964 3.5793 3.9594 -0.76
Br -3.2441 3.6297 5.2950 0.68
C -1.2392 2.4137 3.5788 -0.60
Br -1.0847 0.9017 4.7895 0.69
C -0.6205 2.3371 2.3114 -0.37
O 0.0505 1.3076 1.8758 -0.12
C -0.9014 3.3401 1.2864 -0.39
O -0.9387 2.9715 0.0476 -0.12
C -1.0927 4.6318 1.8663 -0.65
Br -0.3573 6.0964 0.9224 0.73
C 2.6465 -1.5108 -3.9348 -0.15
C 3.0175 -2.2735 -2.8276 -0.13
C 2.8945 -1.8213 -1.5049 -0.03
C 2.0540 -0.7043 -1.3571 -0.34
C 1.4994 0.0006 -2.4465 -0.07
C 1.8922 -0.3382 -3.7647 -0.09
N 1.6620 -0.1993 -0.1558 -0.12
C 2.4802 -0.2568 0.9821 -0.33
C 2.4795 -1.4025 1.7540 -0.05
C 3.1460 -1.3883 2.9999 -0.09
C 4.0162 -0.3163 3.2999 -0.11
C 4.0803 0.8224 2.4471 -0.11
C 3.2666 0.8833 1.3393 -0.04
H 2.7672 -1.9879 -4.8598 0.06
H 3.4306 -3.2730 -3.0280 0.09
H 3.5036 -2.1818 -0.7087 0.09
H 0.8167 0.8313 -2.1828 0.06
H 1.5008 0.2608 -4.5731 0.09
H 1.9234 -2.2662 1.3340 0.12
H 3.1222 -2.2528 3.6461 0.08
H 4.7014 -0.2842 4.1812 0.09
H 4.8327 1.5629 2.6130 0.08
H 3.1603 1.7995 0.7166 0.11
C -5.0015 -2.2660 -1.2516 -0.16
C -4.3255 -0.9207 -1.2037 -0.40
S -2.6538 -0.7287 -0.4498 0.91
O -2.1914 0.6017 -0.9498 -0.59
C -1.6608 -2.0204 -1.3862 -0.38
C -1.6517 -2.0598 -2.9134 -0.13
H -5.8077 -2.2757 -2.0088 0.07
H -5.4832 -2.6185 -0.3202 0.08
H -4.3522 -3.1031 -1.6153 0.07
H -4.8851 -0.3301 -0.4845 0.07
H -4.2904 -0.4589 -2.2120 0.10
H -2.0825 -2.8980 -0.8813 0.07
H -0.6533 -1.8544 -1.0633 0.05
H -2.6341 -2.3514 -3.3246 0.06
H -0.9251 -2.9143 -3.1601 0.10
H -1.2526 -1.0913 -3.3552 0.09
```

Calculated values
Calculated total energy (eV): -325253.62781
2S+1: 3
HOMO-LUMO gap (spin up / spin down) (Ha): 0.2222 / 0.1731
HOMO (spin up / spin down) (eV): -3.82 / -3.59
Total charge: -1



(3)
C22H20BrCoF6N5O4S3 | ωB97M-V/def2-TZVPD

Geometry as XYZ:
```
62
Properties=species:S:1:pos:R:3:lowdin_charge:R:1
Co -2.6910 -3.3309 19.2652 0.45
S -1.8121 -2.3316 21.3850 0.59
C -0.1483 -1.9529 20.9885 -0.71
C 0.5677 -1.1370 21.9090 -0.10
C 1.9133 -1.0742 22.0360 -0.23
C 2.4343 -0.3362 23.1163 -0.21
N 2.8045 0.3860 23.9358 0.12
C 2.7072 -1.6317 20.9658 -0.22
C 2.0032 -2.1719 19.9645 -0.09
C 0.5804 -2.3615 19.8531 -0.75
S -0.1068 -3.1726 18.5216 0.57
C 4.1230 -1.7077 21.0021 -0.21
N 5.2278 -1.5856 20.8081 0.14
H -0.1212 -0.7742 22.7301 0.12
H 2.4995 -2.6915 19.2004 0.08
N -4.6544 -3.6929 20.5038 -0.02
N -4.8579 -5.0826 20.7540 0.01
C -3.7218 -5.8798 20.1990 -0.71
O -3.8035 -7.0842 20.4311 -0.03
O -2.7062 -5.3257 19.6916 -0.15
H -4.5418 -3.2406 21.3741 0.05
H -5.2896 -3.1767 19.9409 0.07
H -5.6548 -5.5107 20.3496 0.09
Br -2.2392 -7.7539 15.1713 0.75
C -2.9433 -6.0850 15.6024 -0.70
C -3.7877 -5.4673 14.7070 -0.14
C -4.3868 -4.2534 15.0549 -0.04
C -4.0974 -3.7325 16.3296 -0.11
N -3.3103 -4.3589 17.1841 0.06
C -2.6914 -5.4891 16.8367 -0.14
H -3.9148 -6.0070 13.7806 0.08
H -4.8776 -3.6685 14.3032 0.09
H -4.5481 -2.7782 16.6497 0.10
H -2.0395 -5.9705 17.5363 0.10
O 2.1011 -6.3355 25.0904 -0.59
S 1.2809 -5.5726 24.1036 0.90
C -0.0701 -6.6186 23.5605 -0.35
C -0.4354 -6.2051 22.1560 -0.23
C 0.9022 -6.2158 21.4705 -0.25
C 1.9554 -5.7801 22.4071 -0.34
H -0.8768 -6.3803 24.2630 0.08
H 0.2181 -7.7135 23.6267 0.12
H -0.9374 -5.3242 22.0493 0.06
H -1.0564 -6.9566 21.7457 0.10
H 0.9575 -5.6853 20.4973 0.12
H 1.1124 -7.2864 21.2866 0.12
H 2.4111 -4.8412 22.1395 0.06
H 2.9259 -6.4355 22.6651 0.13
C -2.1571 0.0241 18.8039 0.00
C -3.5932 -0.4127 18.3389 -0.46
O -3.8816 -1.7354 18.4621 -0.24
C -3.6802 -0.0773 16.8238 -0.51
F -2.7398 -0.8021 16.1981 0.14
F -4.8516 -0.3426 16.2314 0.13
F -3.4250 1.2991 16.5823 0.06
C -4.6514 0.4975 19.0575 -0.57
F -4.8886 0.0137 20.2928 0.13
F -5.7856 0.6009 18.4146 0.17
F -4.2358 1.7811 19.2554 0.11
H -1.6051 -0.8717 18.6383 0.01
H -2.0492 0.1854 19.9066 0.09
H -1.8174 0.8335 18.2164 0.07
```

Calculated values
Calculated total energy (eV): -195262.47246
2S+1: 4
Energy relative to the best compared isomer or geometry (same formula, charge and spin) (kJ/mol): 63.17
HOMO-LUMO gap (spin up / spin down) (Ha): 0.2052 / 0.2075
HOMO (spin up / spin down) (eV): -1.89 / -1.96
Total charge: -2



(4)
C22H20Cl5IN4Se3SiW | ωB97M-V/def2-TZVPD

Geometry as XYZ:
```
57
Properties=species:S:1:pos:R:3:lowdin_charge:R:1
W 0.6327 0.7030 -0.7126 0.83
Se 1.9334 -0.5551 -2.5754 0.70
Se -1.1200 0.7445 -3.0900 0.86
C -2.0265 1.8521 -1.8522 -0.74
C -3.2284 2.4822 -2.1571 -0.06
C -3.8896 3.1603 -1.1514 0.00
C -3.3339 3.1738 0.1252 0.00
C -2.1179 2.5587 0.3381 -0.07
N -1.4501 1.9102 -0.6315 -0.17
C 2.2313 -1.7986 -1.1648 -0.69
C 2.7644 -3.0741 -1.3059 -0.06
C 2.8283 -3.8833 -0.1859 -0.02
C 2.3651 -3.3853 1.0302 -0.02
C 1.8711 -2.0969 1.0885 -0.13
N 1.7999 -1.2974 0.0117 -0.18
H -3.6136 2.4277 -3.1641 0.12
H -4.8297 3.6528 -1.3425 0.13
H -3.8360 3.6604 0.9434 0.13
H -1.6688 2.5467 1.3233 0.12
H 3.0925 -3.4014 -2.2805 0.12
H 3.2148 -4.8895 -0.2531 0.13
H 2.3779 -3.9949 1.9198 0.12
H 1.4773 -1.6843 2.0095 0.07
Cl -0.4540 -0.6412 3.4874 0.72
C 0.1396 0.8229 2.8085 -0.70
C 0.4708 0.9191 1.4555 -0.34
C 0.9364 2.1041 0.9501 -0.35
Cl 1.0619 2.5728 -1.9454 0.18
C 1.1849 3.2290 1.7211 -0.69
Cl 1.8714 4.6655 1.0584 0.73
C 0.8274 3.1523 3.0796 -0.69
Cl 1.0302 4.5284 4.0800 0.76
C 0.3060 1.9621 3.6130 -0.69
Cl -0.1184 1.9007 5.2752 0.74
C -2.1813 -3.5169 -2.6201 -0.19
Si -2.9741 -2.7861 -1.0509 0.65
C -2.8971 -3.7136 0.6141 -0.18
C -4.3450 -1.4725 -1.2629 -0.20
Se -1.0244 -0.9955 -0.6366 0.59
H -2.8507 -4.1842 -3.1552 0.05
H -1.2787 -4.0732 -2.3729 0.04
H -1.8954 -2.7109 -3.2963 0.02
H -3.7120 -4.4268 0.7151 0.05
H -2.9648 -3.0060 1.4395 0.04
H -1.9613 -4.2598 0.7209 0.04
H -5.3425 -1.9014 -1.3091 0.05
H -4.1757 -0.9028 -2.1765 0.03
H -4.3089 -0.7830 -0.4207 0.03
I 6.6137 3.3209 -0.6807 0.92
C 5.0001 2.1364 -0.1009 -0.73
C 4.7588 1.5906 1.1489 -0.10
N 3.5980 0.9265 1.0665 0.02
N 3.0517 1.0126 -0.1701 -0.13
C 3.9180 1.7349 -0.8871 -0.23
H 5.3366 1.6352 2.0521 0.13
H 3.1350 0.4167 1.8097 0.16
H 3.7695 1.9316 -1.9330 0.08
```

Calculated values
Calculated total energy (eV): -305538.26207
2S+1: 1
HOMO-LUMO gap (spin up / spin down) (Ha): 0.1550 / 0.1552
HOMO (spin up / spin down) (eV): -13.25 / -13.25
Total charge: +2